*P*
Here is a 2-piece molecular cluster, C3H3BrCl2 overall from the OMol25 dataset. Energies are from ωB97M-V with the def2-TZVPD basis set.

Last columns: bonded neighbours and bond lengths (Å).
Geometry (Å):
1 C -0.14 0.11 0.07  C2 1.259, C3 1.439
2 C -0.80 1.18 0.10  C1 1.259, Cl4 1.736, Cl5 1.812
3 C 1.10 -0.61 -0.07  C1 1.439, H7 1.151, H8 1.167, H9 1.100
4 Cl -2.53 1.29 0.04  C2 1.736
5 Cl 0.01 2.80 0.02  C2 1.812
6 Br -1.95 -2.47 0.02  no bonds
7 H 1.65 -0.21 -1.00  C3 1.151
8 H 1.84 -0.41 0.81  C3 1.167
9 H 0.82 -1.67 0.01  C3 1.100

## Properties
Net charge   0
Frontier orbital gap (spin up / spin down)   8.413 / 6.207 eV
HOMO level (spin up / spin down)   -10.13 / -9.51 eV

***

*Q*
Here is one molecule with the formula C3H3BrCl2 from the OMol25 dataset. Energies are from ωB97M-V with the def2-TZVPD basis set.

Last columns: bonded neighbours and bond lengths (Å).
Geometry (Å):
1 C 0.05 -0.56 -0.08  C2 1.351, C3 1.525, H7 1.138
2 C -1.30 -0.50 -0.02  C1 1.351, Cl4 1.746, Br6 1.895
3 C 1.03 0.60 -0.25  C1 1.525, Cl5 1.814, H8 1.134, H9 1.115
4 Cl -2.33 -1.86 0.37  C2 1.746
5 Cl 1.73 0.82 1.41  C3 1.814
6 Br -2.29 1.05 -0.46  C2 1.895
7 H 0.63 -1.47 0.29  C1 1.138
8 H 2.03 0.40 -0.74  C3 1.134
9 H 0.45 1.51 -0.53  C3 1.115

## Properties
Net charge   0
SMILES   ClC/C=C(/Cl)Br
Frontier orbital gap   10.112 eV
HOMO level   -9.65 eV

***

Most stable to least stable, the ends of the list are *Q* and *P*.

***

*P*
Here is one molecule with the formula C2H6N2O2S from the OMol25 dataset. Energies are from ωB97M-V with the def2-TZVPD basis set.

Last columns: bonded neighbours and bond lengths (Å).
Geometry (Å):
1 C -0.15 0.05 0.57  C2 1.589, N3 1.415, H8 1.125, H9 1.086
2 C 1.37 -0.41 0.57  C1 1.589, N4 1.480, S7 1.981, H10 1.154
3 N -0.56 0.84 -0.53  C1 1.415, H11 1.023, H12 1.074
4 N 2.18 0.66 -0.04  C2 1.480, O5 1.212, O6 1.227
5 O 2.08 0.78 -1.24  N4 1.212
6 O 3.04 1.21 0.65  N4 1.227
7 S 1.51 -2.11 -0.45  C2 1.981, H13 1.361
8 H -0.82 -0.83 0.80  C1 1.125
9 H -0.21 0.63 1.49  C1 1.086
10 H 1.73 -0.72 1.62  C2 1.154
11 H -0.82 0.33 -1.38  N3 1.023
12 H -0.06 1.75 -0.81  N3 1.074
13 H 1.13 -1.42 -1.56  S7 1.361

## Properties
Net charge   0
SMILES   NC[C@@H](S)[N+](=O)[O-]
Frontier orbital gap   8.922 eV
HOMO level   -9.39 eV

***

*Q*
Here is a 3-piece molecular cluster, C2H6N2O2S overall from the OMol25 dataset. Energies are from ωB97M-V with the def2-TZVPD basis set.

Last columns: bonded neighbours and bond lengths (Å).
Geometry (Å):
1 C -0.58 1.79 -0.03  N3 1.159
2 C -0.74 -1.05 0.66  N4 1.282, H8 1.099, H9 1.065
3 N -1.16 2.51 -0.72  C1 1.159, H10 1.000
4 N -0.41 -1.37 -0.54  C2 1.282, H13 0.971
5 O 2.37 -0.82 -0.44  S7 1.629, H12 1.050
6 O 1.92 1.52 0.76  S7 1.705, H11 0.940
7 S 2.50 0.78 -0.66  O5 1.629, O6 1.705
8 H -1.73 -1.13 1.12  C2 1.099
9 H 0.02 -0.68 1.31  C2 1.065
10 H -1.41 3.18 -1.43  N3 1.000
11 H 0.99 1.45 0.63  O6 0.940
12 H 1.37 -1.14 -0.50  O5 1.050
13 H -1.15 -1.54 -1.15  N4 0.971

## Properties
Net charge   0
Frontier orbital gap   8.555 eV
HOMO level   -7.92 eV

***

Most stable to least stable, the ends of the list are *Q* and *P*.